Entry from OMol25: a cluster of 17 separate species, H33O17 in total in a non-equilibrium geometry (wB97M-V/def2-TZVPD).

```
50
H33O17, DFT wB97M-V/def2-TZVPD
O 2.851 1.432 -2.825
H 3.404 1.631 -2.113
H -1.683 -0.571 -0.895
O -2.510 -1.337 2.803
H 3.698 0.240 -0.311
H -2.414 -0.995 0.200
O 1.375 -1.624 2.684
H 1.170 -1.590 3.793
H 0.907 -0.848 2.315
O -0.191 -6.357 -0.571
H -0.058 -5.399 -0.483
H -0.777 -6.262 -1.395
O -0.887 1.627 3.556
H 3.447 0.445 3.849
O -2.206 -0.057 0.423
H -0.681 1.471 -4.637
H 2.781 -1.242 1.156
O -1.136 -1.167 -1.483
H -3.173 1.451 0.844
H -0.652 -0.606 -2.108
O 0.070 0.879 0.571
H -0.933 0.696 0.371
H -0.679 1.100 2.806
O -3.387 2.183 0.242
H 2.339 0.804 -2.448
H -1.686 -1.210 2.329
O 4.324 0.357 -1.094
H 4.951 -0.553 -0.754
H -2.505 2.514 0.202
O -0.290 -2.191 5.087
H -0.501 -1.440 4.719
H 2.525 1.651 3.837
O 2.688 0.798 4.266
H -4.547 -0.158 -0.614
H 2.821 -0.146 2.272
O 1.469 0.951 -5.873
H 0.878 0.377 -5.635
H -0.689 2.601 3.256
O 0.393 3.512 -4.179
H -0.175 3.654 -3.451
H 1.196 2.956 -4.034
O -0.949 0.597 -4.316
H 2.182 1.042 -5.432
H 0.678 1.244 -0.020
O 3.166 -0.324 1.434
H -0.930 -2.614 4.676
H -1.417 0.677 -3.546
O -5.476 -0.030 -0.578
H -5.855 0.282 -1.359
H -2.924 -0.451 2.462
```

Computed properties:
* HOMO energy: -6.5 eV
* energy above the lowest of the compared OMol25 structures with the same formula, charge and spin: 635.72 kJ/mol
* Kohn-Sham gap: 8.64 eV
* total charge: -1

Results of the Löwdin charge analysis, in e, for atoms 1 through 8: O 0.01; H -0.02; H -0.06; O -0.11; H 0.01; H 0.02; O -0.15; H 0.15